Molecular formula: CH5NO
Method: DFT, ωB97M-V with the def2-TZVPD basis set

As for the LUMO energy: 0.65 eV. Its HOMO energy is -9.4411 eV. Its HOMO-LUMO gap is 10.088 eV.

Structure (ORCA input):
```
! wB97M-V def2-TZVPD RIJCOSX def2/J DEFGRID3
* xyz 0 1
C -2.047 0.025 -0.013
H 1.172 0.061 -0.404
H 2.062 -0.279 0.924
H 2.848 0.309 -0.385
H -2.818 -0.201 0.784
H -2.157 0.989 -0.529
N 2.042 -0.224 -0.094
O -1.103 -0.681 -0.282
*
```



Molecular formula: CH5NO
Method: DFT, ωB97M-V with the def2-TZVPD basis set

As for the LUMO energy: 1.04 eV. Its HOMO energy is -8.6431 eV. Its HOMO-LUMO gap is 9.679 eV.

Structure (ORCA input):
```
! wB97M-V def2-TZVPD RIJCOSX def2/J DEFGRID3
* xyz 0 1
O -0.677 0.799 0.834
H -1.618 0.793 1.037
C -0.365 -0.263 -0.026
N 0.964 0.072 -0.468
H -1.040 -0.462 -0.875
H -0.310 -1.176 0.708
H 1.508 0.905 -0.396
H 1.538 -0.669 -0.815
*
```



Molecular formula: CH5NO2
Method: DFT, ωB97M-V with the def2-TZVPD basis set

As for the LUMO energy: 0.94 eV. Its HOMO energy is -9.9068 eV. Its HOMO-LUMO gap is 10.842 eV.

Structure (ORCA input):
```
! wB97M-V def2-TZVPD RIJCOSX def2/J DEFGRID3
* xyz 0 1
C 0.689 -0.369 -0.497
N -1.382 -0.005 0.496
O 1.596 -0.098 0.469
O -0.429 0.483 -0.472
H 0.972 -0.167 -1.497
H 0.362 -1.443 -0.361
H -1.356 0.673 1.361
H -2.346 0.151 0.117
H 1.894 0.776 0.383
*
```



Molecular formula: CH5NO2P
Method: DFT, ωB97M-V with the def2-TZVPD basis set

As for the LUMO energy (alpha / beta): -6.90 / -6.90 eV. Its HOMO energy (alpha / beta) is -14.0929 / -14.0934 eV. Its HOMO-LUMO gap (alpha / beta) is 7.189 / 7.190 eV.

Structure (ORCA input):
```
! wB97M-V def2-TZVPD RIJCOSX def2/J DEFGRID3
* xyz 1 1
C -0.702 0.718 0.217
N -0.936 -0.550 0.868
O 3.036 -0.437 -1.801
O 0.971 -0.193 -0.845
P 2.062 0.642 -1.633
H -1.323 0.971 -0.625
H -0.186 1.486 0.764
H -1.684 -0.513 1.580
H -0.060 -0.863 1.316
H -1.177 -1.262 0.159
*
```



Molecular formula: CH5NO2S2
Method: DFT, ωB97M-V with the def2-TZVPD basis set

As for the LUMO energy: 0.55 eV. Its HOMO energy is -9.3868 eV. Its HOMO-LUMO gap is 9.940 eV.

Structure (ORCA input):
```
! wB97M-V def2-TZVPD RIJCOSX def2/J DEFGRID3
* xyz 0 1
C -1.201 -0.532 1.604
N 1.361 1.141 -1.895
O 0.812 1.054 1.116
O 0.140 -0.770 -0.529
S 1.080 -0.362 -1.929
S -0.336 0.561 0.393
H -0.445 -1.045 2.189
H -1.800 0.106 2.246
H -1.825 -1.242 1.075
H 2.281 1.373 -1.546
H -0.067 -0.283 -2.724
*
```



Molecular formula: CH5NO2Si
Method: DFT, ωB97M-V with the def2-TZVPD basis set

As for the LUMO energy: -0.04 eV. Its HOMO energy is -9.6684 eV. Its HOMO-LUMO gap is 9.625 eV.

Structure (ORCA input):
```
! wB97M-V def2-TZVPD RIJCOSX def2/J DEFGRID3
* xyz 0 1
C 1.561 -0.064 0.006
N 0.391 -0.446 -0.202
O 0.054 -1.740 -0.049
O -2.292 -0.147 -0.128
Si -1.196 0.813 0.028
H 1.859 1.023 -0.095
H 2.300 -0.840 0.426
H -1.066 1.690 -1.104
H -0.873 -1.553 -0.291
H -0.738 1.265 1.409
*
```



Molecular formula: CH5NO3
Method: DFT, ωB97M-V with the def2-TZVPD basis set

As for the LUMO energy (alpha / beta): -0.77 / -0.77 eV. Its HOMO energy (alpha / beta) is -9.7240 / -9.7246 eV. Its HOMO-LUMO gap (alpha / beta) is 8.956 / 8.957 eV.

Structure (ORCA input):
```
! wB97M-V def2-TZVPD RIJCOSX def2/J DEFGRID3
* xyz 0 1
C 0.096 -0.021 0.425
N 0.180 -0.852 -0.681
O -0.927 0.049 -1.649
O 1.053 1.002 0.548
O -0.070 -0.756 1.594
H -1.728 0.303 -2.142
H 1.820 0.638 1.012
H -0.541 -0.209 2.231
H 1.010 -0.644 -1.237
H -0.893 0.490 -0.101
*
```



Molecular formula: CH5NO3S
Method: DFT, ωB97M-V with the def2-TZVPD basis set

As for the LUMO energy (alpha / beta): -0.23 / -1.06 eV. Its HOMO energy (alpha / beta) is -8.8539 / -9.5670 eV. Its HOMO-LUMO gap (alpha / beta) is 8.623 / 8.503 eV.

Structure (ORCA input):
```
! wB97M-V def2-TZVPD RIJCOSX def2/J DEFGRID3
* xyz 0 1
C -0.725 -1.299 -0.989
N 0.357 1.767 -0.065
O -0.758 -0.896 1.684
O 1.449 -1.225 0.602
O 0.929 2.360 1.028
S 0.114 -0.688 0.554
H -1.764 -0.998 -0.942
H -0.215 -0.836 -1.823
H -0.631 -2.379 -1.032
H -0.644 1.967 0.036
H 1.888 2.229 0.946
*
```



The energy above the lowest of the compared OMol25 structures with the same formula, charge and spin results, record by record, are as follows: 16.9 17.0 65.5 62.7 83.0 9.8 150.7 108.0 kcal/mol.
The largest force on an atom results, record by record, are as follows: 3.06 2.92 2.67 5.21 1.51 4.99 3.58 1.15 eV/Å.